# C40H58BMnN7OS3

A structure of composition C40H58BMnN7OS3 (ωB97M-V with the def2-TZVPD basis set, the Open Molecules 2025 dataset).

Energy above the lowest of the compared OMol25 structures with the same formula, charge and spin (kJ/mol): 0.0
Frontier orbital gap (spin up / spin down) (eV): 6.68 / 6.82
<S²>: 8.758
Electronic energy (hartree): -4388.20724
HOMO level (spin up / spin down) (eV): -6.193 / -6.330

```
! RIJCOSX wB97M-V def2-TZVPD def2/J DEFGRID3
* xyz 0 6
Mn 0.080 -1.084 -0.258
C 4.376 -1.407 -3.623
C 4.880 -0.062 -3.115
C 6.409 -0.118 -3.074
C 4.393 1.037 -4.061
N 4.401 0.296 -1.742
C 4.887 1.452 -1.144
C 4.233 1.615 0.016
N 3.352 0.568 0.156
B 2.184 0.498 1.149
N 1.487 1.851 1.322
C 1.371 2.638 2.448
C 0.449 3.582 2.189
N -0.035 3.367 0.904
C 0.641 2.315 0.360
S 0.555 1.622 -1.193
C -1.123 4.231 0.349
C -0.500 5.580 -0.005
C -1.804 3.632 -0.877
C -2.201 4.385 1.426
N 2.505 -0.192 2.472
C 3.566 0.068 3.313
C 3.485 -0.777 4.355
N 2.373 -1.584 4.154
C 1.771 -1.214 2.986
S 0.339 -1.875 2.317
C 1.928 -2.640 5.114
C 2.911 -2.690 6.283
C 0.546 -2.284 5.659
C 1.939 -4.003 4.423
C 3.439 -0.233 -0.937
S 2.493 -1.646 -1.188
H 4.851 -1.572 -4.592
H 3.299 -1.420 -3.755
H 4.648 -2.225 -2.959
H 6.781 -0.384 -4.063
H 6.743 -0.877 -2.365
H 6.859 0.835 -2.798
H 4.710 0.808 -5.079
H 4.795 2.014 -3.791
H 3.304 1.096 -4.038
H 5.646 2.058 -1.599
H 4.298 2.406 0.743
H 1.436 -0.209 0.608
H 1.932 2.445 3.345
H 0.089 4.378 2.812
H 0.265 5.453 -0.772
H -0.042 6.051 0.868
H -1.268 6.252 -0.390
H -1.146 3.582 -1.738
H -2.649 4.281 -1.114
H -2.181 2.629 -0.673
H -1.838 4.872 2.331
H -2.618 3.411 1.685
H -3.005 5.003 1.025
H 4.304 0.818 3.087
H 4.133 -0.884 5.202
H 2.920 -1.761 6.854
H 3.924 -2.924 5.953
H 2.588 -3.486 6.953
H 0.573 -1.307 6.145
H 0.251 -3.028 6.400
H -0.201 -2.264 4.870
H 2.942 -4.235 4.061
H 1.248 -4.038 3.587
H 1.650 -4.765 5.149
C -6.388 -0.117 1.250
C -4.888 0.018 1.298
C -4.266 0.596 2.399
C -2.879 0.720 2.419
C -2.166 1.294 3.616
C -2.147 0.286 1.330
C -2.722 -0.382 0.225
C -4.129 -0.470 0.242
N -1.873 -0.913 -0.725
C -2.315 -1.173 -2.095
C -3.160 -2.455 -2.244
C -3.513 -2.711 -3.714
C -4.279 -1.506 -4.270
C -3.405 -0.250 -4.185
C -2.123 -0.465 -4.992
C -1.362 -1.659 -4.413
C -2.228 -2.915 -4.520
C -1.045 -1.385 -2.941
C -3.051 0.028 -2.721
H -6.849 0.281 2.153
H -6.686 -1.164 1.153
H -6.803 0.419 0.394
H -4.857 0.940 3.241
H -2.864 1.505 4.426
H -1.640 2.219 3.371
H -1.415 0.588 3.981
H -1.070 0.437 1.352
H -4.655 -0.956 -0.566
H -4.073 -2.394 -1.653
H -2.583 -3.295 -1.840
H -4.137 -3.607 -3.785
H -5.203 -1.357 -3.702
H -4.565 -1.694 -5.311
H -3.955 0.605 -4.591
H -1.501 0.434 -4.947
H -2.362 -0.647 -6.045
H -0.427 -1.804 -4.961
H -1.681 -3.783 -4.137
H -2.468 -3.117 -5.569
H -0.413 -0.493 -2.855
H -0.478 -2.236 -2.540
H -3.959 0.262 -2.165
H -2.393 0.900 -2.641
O 0.228 -4.821 -0.428
C 0.179 -3.699 -0.422
*
```


# C6H10

The molecule C6H10 (ωB97M-V with the def2-TZVPD basis set, the Open Molecules 2025 dataset).

Energy above the lowest of the compared OMol25 structures with the same formula, charge and spin (kJ/mol): 350.3
Frontier orbital gap (eV): 9.76
SMILES string: C1C[C@H]2C[C@@H]2C1
Electronic energy (hartree): -234.46908
HOMO level (eV): -8.504

```
! RIJCOSX wB97M-V def2-TZVPD def2/J DEFGRID3
* xyz 0 1
C -0.418 0.770 1.310
C -1.332 -0.127 0.363
C -0.271 -0.938 -0.328
C 0.481 -1.065 -1.649
C 0.606 0.161 -0.799
C 1.077 0.763 0.506
H -0.658 1.798 1.572
H -0.234 0.423 2.316
H -1.861 0.581 -0.320
H -2.223 -0.811 0.751
H 0.193 -1.679 0.297
H 0.013 -0.885 -2.562
H 1.378 -1.809 -1.688
H 0.028 0.900 -1.325
H 1.829 0.167 1.072
H 1.390 1.750 0.484
*
```


# C56H77BCl3N8O4P2PbS

A structure of composition C56H77BCl3N8O4P2PbS (ωB97M-V with the def2-TZVPD basis set, the Open Molecules 2025 dataset).

Energy above the lowest of the compared OMol25 structures with the same formula, charge and spin (kJ/mol): 158.3
Frontier orbital gap (eV): 6.41
Electronic energy (hartree): -5598.46995
HOMO level (eV): -4.349

```
! RIJCOSX wB97M-V def2-TZVPD def2/J DEFGRID3
* xyz -1 1
Pb -0.343 -0.521 0.755
C -0.472 1.172 -4.812
C -0.360 -0.295 -5.238
C 0.942 -0.387 -6.041
C -1.574 -0.676 -6.093
P -0.108 -1.303 -3.616
C -1.838 -1.328 -2.831
N -2.220 -0.063 -2.258
B -1.772 0.554 -1.027
N -2.363 1.875 -1.060
C -2.376 3.060 -0.223
P -1.233 3.169 1.264
C -0.625 5.008 1.129
C 0.015 5.190 -0.251
C 0.495 5.158 2.165
C -1.674 6.100 1.327
C -2.578 3.133 2.629
C -1.912 3.347 3.988
C -3.788 4.068 2.537
C -3.084 1.689 2.561
C -3.169 1.982 -2.174
C -3.938 3.042 -2.627
C -4.700 2.867 -3.773
C -4.711 1.649 -4.435
C -3.922 0.592 -4.005
C -3.116 0.765 -2.889
C 0.126 -3.139 -4.192
C 1.646 -3.338 -4.119
C -0.513 -4.071 -3.166
C -0.368 -3.587 -5.570
H -0.508 1.808 -5.699
H 0.399 1.449 -4.229
H -1.361 1.362 -4.221
H 0.916 0.320 -6.872
H 1.112 -1.377 -6.449
H 1.787 -0.129 -5.404
H -1.283 -0.897 -7.119
H -2.290 0.141 -6.113
H -2.084 -1.548 -5.698
H -1.774 -2.070 -2.030
H -2.595 -1.653 -3.549
H -3.404 3.196 0.136
H -2.146 3.911 -0.875
H 0.630 4.329 -0.492
H 0.648 6.077 -0.254
H -0.730 5.319 -1.033
H 0.960 6.141 2.085
H 1.261 4.405 1.995
H 0.123 5.037 3.177
H -2.550 5.918 0.709
H -1.257 7.067 1.039
H -1.986 6.178 2.364
H -1.550 4.369 4.091
H -1.083 2.659 4.131
H -2.635 3.169 4.784
H -3.590 5.037 2.982
H -4.608 3.613 3.089
H -4.138 4.230 1.521
H -2.254 0.987 2.474
H -3.746 1.527 1.714
H -3.636 1.440 3.467
H -3.976 3.985 -2.099
H -5.292 3.692 -4.142
H -5.346 1.516 -5.300
H -3.948 -0.346 -4.537
H 1.980 -3.188 -3.095
H 2.180 -2.632 -4.751
H 1.918 -4.348 -4.425
H -0.287 -3.774 -2.148
H -0.141 -5.087 -3.299
H -1.594 -4.097 -3.265
H -0.005 -2.970 -6.385
H -1.453 -3.622 -5.610
H -0.008 -4.603 -5.746
N -2.423 -5.730 5.964
C -2.343 -5.289 4.649
C -1.187 -5.517 3.900
C -1.122 -5.104 2.583
C -2.203 -4.451 2.024
C -3.356 -4.222 2.746
C -3.433 -4.649 4.057
S -2.111 -3.853 0.350
O -3.298 -3.102 0.047
O -1.853 -4.975 -0.523
N -0.844 -2.796 0.280
C 0.390 -3.204 0.060
N 0.797 -4.471 0.217
C 2.043 -4.757 -0.086
C 2.947 -3.804 -0.540
C 2.476 -2.500 -0.590
N 1.229 -2.191 -0.297
H -1.527 -5.802 6.425
H -3.099 -5.223 6.517
H -0.338 -5.982 4.384
H -0.247 -5.249 1.967
H -4.154 -3.675 2.272
H -4.312 -4.451 4.654
H 2.324 -5.795 0.056
H 3.959 -4.052 -0.809
H 3.107 -1.665 -0.859
C 1.172 2.002 -1.732
C 2.479 1.885 -2.443
C 2.677 2.490 -3.673
C 3.849 2.305 -4.383
C 4.838 1.486 -3.871
C 4.688 0.889 -2.630
C 5.757 0.007 -2.056
C 3.513 1.111 -1.905
N 3.367 0.486 -0.675
C 3.471 1.088 0.423
C 3.827 2.549 0.575
C 3.381 0.360 1.713
C 4.725 -0.077 2.240
N 2.276 0.273 2.309
C 2.145 -0.193 3.619
C 2.204 -1.540 3.981
C 2.298 -2.629 2.958
C 2.107 -1.866 5.326
C 1.943 -0.892 6.293
C 1.832 0.435 5.918
C 1.916 0.795 4.585
C 1.796 2.223 4.148
H 0.602 1.077 -1.850
H 0.580 2.816 -2.144
H 1.291 2.143 -0.659
H 1.900 3.122 -4.075
H 3.982 2.798 -5.333
H 5.743 1.311 -4.436
H 6.720 0.201 -2.524
H 5.499 -1.039 -2.222
H 5.845 0.160 -0.982
H 3.229 3.156 -0.099
H 4.872 2.688 0.298
H 3.676 2.884 1.597
H 5.189 -0.776 1.545
H 4.604 -0.550 3.211
H 5.382 0.787 2.340
H 2.736 -2.274 2.029
H 1.292 -2.986 2.733
H 2.878 -3.470 3.334
H 2.154 -2.907 5.613
H 1.877 -1.164 7.336
H 1.669 1.202 6.662
H 2.767 2.605 3.823
H 1.438 2.850 4.962
H 1.110 2.292 3.303
Cl -3.607 -1.864 6.120
C -2.161 -1.472 5.202
Cl -1.563 0.109 5.729
Cl -0.915 -2.675 5.529
C -2.489 -1.357 3.610
O -3.663 -1.301 3.344
O -1.441 -1.302 2.964
*
```


- Look up the energy above the lowest of the compared OMol25 structures with the same formula, charge and spin of the second one.
  350.3 kJ/mol